Density functional theory data (ωB97M-V/def2-TZVPD) for one molecule with the formula C4H13N3.

The HOMO energy comes out at -8.858 eV. The lowest unoccupied orbital energy is 1.0 eV. As for the SMILES: NCC[C@@H](N)CN. The HOMO-LUMO gap comes out at 9.847 eV. For the energy above the lowest of the compared OMol25 structures with the same formula, charge and spin, the calculation gives 125.11 kJ/mol. The total energy comes out at -8828.1159 eV. For the molar mass, the calculation gives 103.2 g/mol.

Geometry (Å):
N: -0.60062 0.81593 -1.31096
C: -0.02408 -0.24555 -0.39159
C: 0.69470 0.34478 0.83728
C: -0.17114 1.24711 1.72437
N: -1.35511 0.57150 2.24855
C: 1.01923 -0.87842 -1.26976
N: 0.65754 -1.75655 -2.41075
H: -1.45992 0.39672 -1.65727
H: -0.94520 1.62318 -0.77398
H: -0.71305 -1.07683 -0.28942
H: 0.91539 -0.58477 1.39137
H: 1.57062 0.86546 0.49942
H: -0.47225 2.13623 1.15254
H: 0.47716 1.65969 2.51260
H: -1.63156 0.77115 3.18721
H: -1.84027 -0.10217 1.69325
H: 1.88092 -1.33346 -0.73801
H: 1.60003 -0.06720 -1.74602
H: 0.72960 -2.70017 -2.03026
H: -0.33198 -1.68663 -2.62860

Löwdin atomic charge list, values in e, 5 entries: N 0.04; C -0.40; C -0.16; C -0.29; N 0.00